Density functional theory data (ωB97M-V/def2-TZVPD) for a gas-phase ion, C3H8NO2 (charge -1) in a non-equilibrium geometry.

Last column: Löwdin charge in e.
Geometry (Å):
C  -0.390  0.909  -0.204  -0.29
O  0.121  0.633  1.095  -0.21
C  -1.314  -0.197  -0.682  -0.31
N  -0.633  -1.440  -1.045  -0.02
H  -0.964  1.849  -0.179  0.10
H  0.478  1.033  -0.866  0.11
H  -1.937  -0.373  0.212  0.10
H  -1.969  0.135  -1.497  0.09
H  0.293  -1.408  -0.567  0.04
H  -1.155  -2.258  -0.766  0.04
O  1.969  -0.640  0.298  -0.28
C  1.616  0.321  1.117  -0.51
H  2.066  1.328  0.906  0.08
H  1.817  0.107  2.179  0.08

Lowest unoccupied orbital energy: 4.391 eV
Energy above the lowest of the compared OMol25 structures with the same formula, charge and spin: 223.5 kJ/mol
SMILES string: NCCOC[O-]
HOMO: -0.10629 Ha
Total charge: -1
2S+1: 1

Density functional theory data (ωB97M-V/def2-TZVPD) for a molecular structure, C22H39AlNO in a non-equilibrium geometry.

Last column: Löwdin charge in e.
Geometry (Å):
C  -6.130  3.685  3.743  -0.12
C  -6.870  4.238  2.534  -0.26
C  -6.844  3.341  1.303  -0.22
C  -5.451  2.868  0.873  -0.22
C  -5.435  1.379  0.568  -0.23
C  -4.072  0.929  0.050  -0.22
C  -3.791  -0.521  0.380  -0.22
C  -2.648  -1.134  -0.404  -0.22
C  -1.324  -0.394  -0.278  -0.20
C  -0.571  -0.711  1.026  -0.21
C  0.823  -1.275  0.773  -0.21
C  1.860  -0.192  0.448  -0.19
C  2.697  -0.499  -0.806  -0.23
C  2.161  0.264  -2.010  -0.33
C  2.994  -0.019  -3.276  -0.28
Al  4.123  1.622  -3.705  0.20
N  5.994  1.273  -3.279  0.04
C  6.153  1.167  -2.075  -0.51
O  6.354  1.036  -0.892  0.01
H  -6.266  4.376  4.566  0.06
H  -5.067  3.599  3.587  0.06
H  -6.537  2.743  4.082  0.07
H  -7.903  4.362  2.829  0.10
H  -6.441  5.201  2.294  0.10
H  -7.481  2.476  1.453  0.10
H  -7.300  3.895  0.493  0.10
H  -5.195  3.392  -0.038  0.11
H  -4.703  3.088  1.620  0.09
H  -5.709  0.844  1.475  0.11
H  -6.218  1.209  -0.166  0.11
H  -4.088  1.065  -1.024  0.12
H  -3.349  1.592  0.500  0.10
H  -3.638  -0.640  1.448  0.11
H  -4.690  -1.080  0.136  0.11
H  -2.896  -1.293  -1.445  0.11
H  -2.482  -2.128  0.004  0.11
H  -0.694  -0.743  -1.086  0.09
H  -1.427  0.672  -0.428  0.10
H  -0.411  0.233  1.530  0.10
H  -1.140  -1.384  1.651  0.10
H  0.819  -2.065  0.031  0.11
H  1.130  -1.728  1.711  0.10
H  2.507  -0.050  1.301  0.10
H  1.355  0.746  0.259  0.10
H  2.726  -1.563  -1.006  0.09
H  3.703  -0.123  -0.660  0.10
H  1.128  -0.052  -2.161  0.08
H  2.160  1.314  -1.746  0.05
H  2.328  -0.258  -4.093  0.02
H  3.672  -0.848  -3.096  0.02
H  3.593  2.869  -2.826  -0.09
H  4.041  2.032  -5.265  -0.14
C  6.586  -2.736  0.017  -0.08
C  7.198  -3.692  0.816  -0.10
C  6.815  -5.023  0.727  -0.11
C  5.823  -5.400  -0.168  -0.11
C  5.212  -4.444  -0.969  -0.10
C  5.592  -3.113  -0.874  -0.08
H  6.880  -1.696  0.086  0.10
H  7.976  -3.398  1.511  0.10
H  7.289  -5.768  1.354  0.09
H  5.525  -6.439  -0.241  0.09
H  4.439  -4.736  -1.668  0.10
H  5.113  -2.365  -1.494  0.09

Lowest unoccupied orbital energy: 2.407 eV
HOMO: -0.17940 Ha
Total charge: -1
2S+1: 1

Density functional theory data (ωB97M-V/def2-TZVPD) for a gas-phase ion, C2H5N2Si (charge +1) in a non-equilibrium geometry.

Last column: Löwdin charge in e.
Geometry (Å):
C  1.001  0.928  0.353  -0.16
C  -1.005  0.113  0.918  -0.17
N  0.030  0.966  1.184  0.05
N  -0.902  -0.729  -0.040  0.05
Si  0.789  -0.339  -1.078  0.93
H  1.838  1.581  0.568  0.09
H  -1.876  0.200  1.557  0.15
H  -1.650  -1.384  -0.230  0.13
H  0.227  0.230  -2.294  -0.02
H  1.548  -1.566  -0.937  -0.03

Lowest unoccupied orbital energy: -5.913 eV
Energy above the lowest of the compared OMol25 structures with the same formula, charge and spin: 8.0 kJ/mol
SMILES string: C1=NC=[NH+][SiH2]1
HOMO: -0.56071 Ha
Total charge: +1
2S+1: 1

Density functional theory data (ωB97M-V/def2-TZVPD) for 2 unconnected molecules or ions with the total composition C24H23N3O3 in a non-equilibrium geometry.

Last column: Löwdin charge in e.
Geometry (Å):
C  0.476  6.616  0.143  -0.06
N  1.319  5.609  -0.504  -0.23
C  2.199  6.072  -1.585  -0.06
C  1.225  4.224  -0.150  -0.21
C  0.401  3.349  -0.877  0.02
C  0.371  2.015  -0.590  -0.01
C  1.173  1.468  0.440  -0.19
C  1.230  0.070  0.662  0.14
C  0.970  -0.916  -0.327  -0.11
C  0.899  -2.345  -0.132  -0.10
C  0.810  -3.133  1.022  0.01
C  0.802  -4.500  0.892  -0.06
C  0.895  -5.100  -0.369  -0.07
C  0.958  -4.344  -1.516  -0.01
C  0.945  -2.951  -1.403  -0.14
N  0.994  -1.923  -2.358  -0.03
C  1.216  -2.094  -3.791  0.01
C  0.990  -0.717  -1.711  0.06
C  1.931  2.371  1.226  0.00
C  1.960  3.705  0.929  0.00
H  -0.159  6.146  0.894  0.09
H  1.095  7.367  0.629  0.08
H  -0.160  7.103  -0.593  0.08
H  2.750  5.236  -2.014  0.09
H  1.618  6.544  -2.374  0.08
H  2.916  6.794  -1.200  0.08
H  -0.210  3.752  -1.664  0.12
H  -0.318  1.371  -1.105  0.12
H  1.624  -0.272  1.604  0.14
H  0.731  -2.659  1.983  0.11
H  0.715  -5.119  1.770  0.11
H  0.917  -6.175  -0.441  0.11
H  1.019  -4.808  -2.485  0.10
H  1.234  -3.147  -4.059  0.09
H  0.422  -1.604  -4.350  0.10
H  2.169  -1.647  -4.069  0.10
H  1.120  0.222  -2.214  0.14
H  2.521  1.986  2.040  0.12
H  2.553  4.383  1.517  0.12
O  -2.031  -0.270  1.241  -0.06
C  -2.478  -1.305  1.743  -0.46
C  -3.397  -2.160  1.046  -0.12
N  -3.827  -1.871  -0.313  -0.34
O  -2.986  -1.567  -1.164  0.03
O  -5.032  -1.971  -0.572  0.03
C  -3.912  -3.268  1.670  -0.06
C  -3.543  -3.595  2.956  -0.14
C  -2.638  -2.798  3.649  -0.13
C  -2.115  -1.681  3.072  -0.06
H  -4.619  -3.875  1.125  0.11
H  -3.959  -4.473  3.421  0.08
H  -2.358  -3.066  4.655  0.09
H  -1.425  -1.046  3.600  0.09

Lowest unoccupied orbital energy: -2.356 eV
Energy above the lowest of the compared OMol25 structures with the same formula, charge and spin: 721.6 kJ/mol
HOMO: -0.21774 Ha
2S+1: 1

Q: Which of these has the lowest lowest unoccupied orbital energy?
A: C2H5N2Si

Q: Which of these has the lowest HOMO?
A: C2H5N2Si